Record 1
{"formula": "C3H8OS2", "method": "the ωB97M-V functional and the def2-TZVPD basis", "total_energy_ha": -990.56547, "de_lowest_kcal_mol": 91.1, "total_charge": 0, "species": ["C", "C", "O", "C", "S", "S", "H", "H", "H", "H", "H", "H", "H", "H"], "positions_angstrom": [[-0.4549, -0.1185, 0.1723], [0.7193, -0.4807, -0.7225], [0.7796, -1.8797, -0.9597], [-0.2336, 1.1943, 0.9405], [-0.8161, 1.1747, 2.6672], [-0.4185, -0.2480, -3.3692], [-0.4998, -0.9620, 0.8637], [-1.3844, -0.0545, -0.3887], [0.6162, -0.0445, -1.7746], [1.6796, -0.1803, -0.3103], [0.2956, -2.0328, -1.7780], [-0.9103, 1.9481, 0.5381], [0.7946, 1.5519, 0.9133], [-0.1672, 0.1321, 3.2080]]}



Record 2
{"formula": "C23H51AsCrNS4Si4", "method": "the ωB97M-V functional and the def2-TZVPD basis", "total_energy_ha": -6992.71015, "total_charge": 1, "multiplicity": 5, "species": ["Cr", "C", "Si", "C", "C", "C", "C", "C", "C", "N", "C", "S", "H", "H", "H", "H", "H", "H", "H", "H", "H", "H", "H", "H", "C", "C", "S", "C", "C", "S", "C", "C", "S", "H", "H", "H", "H", "H", "H", "H", "H", "H", "H", "H", "H", "C", "Si", "C", "C", "As", "Si", "C", "C", "C", "Si", "C", "C", "C", "H", "H", "H", "H", "H", "H", "H", "H", "H", "H", "H", "H", "H", "H", "H", "H", "H", "H", "H", "H", "H", "H", "H", "H", "H", "H", "H"], "positions_angstrom": [[0.2953, 0.3519, 0.2415], [-1.4627, -0.5824, 6.6132], [0.0358, -1.2077, 5.6479], [0.4737, -2.9552, 6.2039], [1.4916, -0.0589, 5.9256], [-0.5882, -1.3608, 3.8482], [-1.7127, -2.1468, 3.6402], [-2.3069, -2.2754, 2.3824], [-1.7815, -1.5483, 1.3463], [-0.7000, -0.7685, 1.5058], [-0.0665, -0.7115, 2.7085], [1.3958, 0.1903, 2.5873], [-1.2892, -0.6798, 7.6873], [-2.3668, -1.1465, 6.3747], [-1.6635, 0.4702, 6.4055], [0.7931, -2.9485, 7.2484], [1.2891, -3.3733, 5.6108], [-0.3785, -3.6334, 6.1246], [1.6940, 0.0137, 6.9977], [1.3019, 0.9453, 5.5476], [2.3915, -0.4315, 5.4367], [-2.1525, -2.6758, 4.4795], [-3.1664, -2.9101, 2.2204], [-2.2146, -1.5651, 0.3522], [4.1504, 0.7599, -1.4391], [3.1194, 1.8114, -1.8276], [1.3618, 1.3395, -1.6450], [1.1958, 0.0462, -2.9268], [1.6041, -1.3642, -2.5161], [1.0149, -1.7913, -0.8365], [2.4861, -2.4750, 0.0052], [3.8208, -1.7550, -0.1492], [3.7894, 0.0352, 0.1961], [5.1326, 1.2274, -1.3780], [4.1979, -0.0374, -2.1780], [3.2386, 2.0995, -2.8717], [3.2153, 2.7040, -1.2088], [1.7705, 0.3842, -3.7885], [0.1345, 0.0667, -3.1785], [2.6808, -1.5089, -2.5437], [1.1407, -2.0831, -3.1898], [2.5896, -3.5057, -0.3341], [2.1717, -2.4793, 1.0503], [4.2496, -1.9001, -1.1389], [4.5125, -2.1913, 0.5707], [-1.0955, 3.6773, -2.8463], [-1.0639, 4.0584, -0.9899], [-2.1977, 5.5522, -0.7886], [0.6713, 4.4959, -0.3478], [-1.5037, 2.0482, 0.2380], [-2.0615, 2.9194, 2.4088], [-3.1761, 4.4434, 2.2920], [-0.5068, 3.4360, 3.3316], [-3.0072, 1.5733, 3.3347], [-3.6103, 1.3758, -0.6644], [-3.1098, 0.3998, -2.2073], [-4.6266, 2.8919, -1.1517], [-4.6709, 0.3029, 0.4768], [-0.5653, 4.4566, -3.3987], [-2.1241, 3.6579, -3.2144], [-0.6319, 2.7238, -3.0856], [-1.7993, 6.3674, -1.3973], [-2.2622, 5.9057, 0.2395], [-3.2095, 5.3453, -1.1383], [1.3131, 4.9048, -1.1308], [1.1557, 3.6095, 0.0707], [0.6099, 5.2382, 0.4504], [-2.5842, 5.3480, 2.1471], [-3.7302, 4.5577, 3.2258], [-3.9002, 4.3728, 1.4792], [-0.0767, 4.3456, 2.9054], [0.2581, 2.6632, 3.3070], [-0.7434, 3.6403, 4.3792], [-4.0422, 1.5156, 2.9937], [-3.0207, 1.7902, 4.4047], [-2.5514, 0.5907, 3.2051], [-2.5437, 1.0382, -2.8904], [-3.9785, 0.0201, -2.7486], [-2.4805, -0.4556, -1.9438], [-4.2522, 3.3484, -2.0699], [-4.6018, 3.6459, -0.3635], [-5.6699, 2.6163, -1.3155], [-4.0810, -0.2873, 1.1776], [-5.2763, -0.3843, -0.1181], [-5.3536, 0.9243, 1.0585]]}



Record 3
{"formula": "C25H50ClF3P2RuSi2", "method": "the ωB97M-V functional and the def2-TZVPD basis", "total_energy_ha": -3098.84086, "total_charge": 0, "multiplicity": 5, "species": ["Ru", "C", "C", "C", "Si", "C", "C", "Si", "H", "H", "H", "Cl", "C", "C", "C", "C", "H", "H", "H", "H", "H", "H", "H", "H", "H", "H", "H", "H", "C", "C", "P", "H", "H", "P", "H", "H", "C", "C", "C", "C", "C", "H", "C", "H", "H", "H", "H", "H", "H", "H", "C", "C", "H", "H", "H", "H", "H", "H", "H", "C", "C", "H", "H", "H", "H", "H", "H", "C", "C", "H", "H", "H", "H", "H", "H", "H", "C", "H", "H", "H", "F", "C", "F", "F"], "positions_angstrom": [[0.1344, 0.0837, -0.0109], [-2.0809, -1.2300, 1.6656], [-2.4609, -0.1236, 0.8857], [-1.9397, -0.3536, -0.4657], [-3.2757, 1.4557, 1.4749], [-1.1840, -1.5844, -0.4279], [-1.2481, -2.0999, 0.9390], [-0.2247, -3.5156, 1.6132], [-2.4145, -1.4064, 2.6950], [-2.3102, 0.0970, -1.3744], [-0.9260, -2.1563, -1.3142], [2.6882, 1.5769, -2.4086], [-0.5312, -3.6874, 3.4435], [-0.6077, -5.1131, 0.7224], [-3.6054, 1.3360, 3.3055], [-4.8553, 1.7943, 0.5354], [-1.5886, -5.4702, 1.0671], [0.1411, -5.8783, 0.9710], [-0.6491, -5.0013, -0.3680], [-0.2311, -2.7772, 3.9797], [0.0394, -4.5365, 3.8421], [-1.5979, -3.8641, 3.6346], [-5.6123, 1.0679, 0.8637], [-4.7416, 1.7010, -0.5516], [-5.2271, 2.8025, 0.7663], [-4.2517, 0.4745, 3.5193], [-4.1100, 2.2456, 3.6570], [-2.6695, 1.2123, 3.8665], [1.5755, -2.9929, 1.2920], [-1.9900, 2.8124, 1.1223], [1.8000, -1.8942, -0.1499], [2.1967, -3.8986, 1.2014], [1.9331, -2.4422, 2.1716], [-0.8710, 2.4539, -0.2765], [-1.3603, 2.9250, 2.0142], [-2.5161, 3.7690, 0.9737], [0.2325, 3.9480, -0.4833], [-2.0507, 2.7238, -1.7495], [1.5437, -3.1294, -1.5791], [3.6376, -1.5974, -0.3209], [4.0223, -0.1600, -0.0165], [3.8312, -1.7834, -1.3905], [4.4906, -2.5313, 0.5318], [4.2560, -2.4087, 1.5960], [5.5418, -2.2521, 0.3873], [4.3854, -3.5857, 0.2625], [3.5936, 0.5121, -0.7836], [5.1147, -0.0527, -0.0760], [3.6742, 0.1706, 0.9669], [0.5089, -3.4762, -1.4316], [2.4791, -4.3407, -1.5170], [1.6568, -2.4863, -2.9675], [2.3857, -4.9240, -0.5949], [3.5265, -4.0397, -1.6576], [2.2203, -5.0086, -2.3509], [0.7947, -1.8626, -3.2115], [1.7064, -3.2786, -3.7276], [2.5650, -1.8753, -3.0622], [-2.8321, 1.9640, -1.5907], [-1.3903, 2.4768, -3.1121], [-2.7083, 4.1071, -1.7622], [-3.2948, 4.3255, -0.8636], [-3.3989, 4.1434, -2.6169], [-1.9623, 4.8989, -1.9162], [-1.2094, 1.4175, -3.3040], [-0.4371, 3.0148, -3.2074], [-2.0586, 2.8384, -3.9061], [1.6794, 3.6521, -0.1296], [-0.2331, 5.1672, 0.3062], [0.1821, 4.1590, -1.5647], [-0.2556, 4.9486, 1.3808], [-1.2135, 5.5388, -0.0027], [0.4960, 5.9709, 0.1442], [1.7913, 3.2342, 0.8759], [2.2731, 4.5733, -0.2139], [2.1017, 2.9328, -0.8562], [0.6440, 0.3421, -1.9857], [0.0305, -0.0684, -2.7816], [0.5979, 1.4404, -2.0522], [1.6083, -0.1911, -1.9917], [0.0009, 1.3607, 2.7330], [0.8669, 0.5926, 1.9763], [2.0528, 1.3111, 1.9505], [1.1250, -0.4943, 2.7914]]}



Record 4
{"formula": "CH4NO", "method": "the ωB97M-V functional and the def2-TZVPD basis", "total_energy_ha": -170.35068, "de_lowest_kcal_mol": 81.2, "total_charge": -1, "species": ["N", "C", "O", "H", "H", "H", "H"], "positions_angstrom": [[1.8642, -0.7806, 0.1532], [0.8566, -0.1091, -0.2808], [-1.4537, 0.3348, 0.3959], [-0.4379, -0.2223, 0.4974], [-2.2985, -0.0726, 0.2309], [0.2254, -0.0167, -1.1868], [1.2439, 0.8664, 0.1901]]}



Record 5
{"formula": "C6H14O", "method": "the ωB97M-V functional and the def2-TZVPD basis", "total_energy_ha": -312.23277, "smiles": "CC(C)C[C@@H](C)O", "de_lowest_kcal_mol": 14.0, "total_charge": 0, "species": ["C", "C", "C", "C", "C", "C", "O", "H", "H", "H", "H", "H", "H", "H", "H", "H", "H", "H", "H", "H", "H"], "positions_angstrom": [[0.7266, -1.3575, -2.0998], [0.3861, -0.1939, -1.1603], [1.6364, 0.4714, -0.5854], [-0.4818, -0.5624, 0.0420], [-1.0516, 0.6835, 0.7903], [-1.4836, 0.3209, 2.1955], [-0.2828, 1.9064, 0.8785], [1.3963, -1.0034, -2.8941], [-0.1616, -1.7782, -2.5883], [1.2433, -2.1750, -1.5803], [-0.1782, 0.5425, -1.7518], [2.3229, 0.8257, -1.3550], [2.1558, -0.2416, 0.0695], [1.3233, 1.3277, 0.0164], [0.0915, -1.2252, 0.7119], [-1.3610, -1.1558, -0.2645], [-1.8929, 1.0171, 0.1780], [-0.5856, 0.1177, 2.7970], [-2.1112, -0.5734, 2.2282], [-2.0169, 1.1656, 2.6379], [0.2305, 1.9389, 1.7010]]}



Record 6
{"formula": "C6H10O4", "method": "the ωB97M-V functional and the def2-TZVPD basis", "total_energy_ha": -535.28555, "de_lowest_kcal_mol": 194.9, "total_charge": 0, "species": ["C", "C", "C", "C", "C", "C", "H", "H", "H", "H", "H", "H", "H", "H", "H", "H", "O", "O", "O", "O"], "positions_angstrom": [[1.7468, -0.0546, -0.6139], [1.5994, 1.0315, 0.4368], [-0.5322, 0.7992, -0.5737], [-1.6492, 0.1862, 0.2478], [-1.0604, -0.9856, 0.8300], [0.2051, -0.4703, -0.8826], [1.9494, -1.5140, 0.4309], [1.7805, 0.6632, -1.7997], [1.9305, 0.5809, 1.6857], [2.1406, 1.8620, 0.7404], [-0.8230, 1.4145, -1.2696], [-2.1876, 0.9027, 0.7106], [-2.8815, 0.5004, -0.8148], [-0.5146, -1.0119, 2.1403], [-1.9505, -1.8974, 1.0721], [0.0292, -0.9165, -1.8219], [2.5446, -1.0718, -0.2662], [0.3006, 1.6408, 0.2610], [-2.7098, -0.2323, -0.5838], [0.0822, -1.4273, 0.0706]]}